{"formula": "C24H45F4NO19", "method": "ωB97M-V with the def2-TZVPD basis set", "relative_energy_kcal_mol": 0.0, "homo_ha": -0.331, "largest_force_ev_per_a": 11.8, "e_lumo_ha": -0.017, "energy_ha": -2824.77678, "orbital_gap_ha": 0.31408, "symbols": ["N", "H", "H", "H", "H", "O", "H", "C", "C", "O", "C", "O", "O", "F", "H", "H", "H", "C", "C", "O", "C", "O", "O", "F", "H", "H", "H", "C", "C", "O", "C", "O", "O", "F", "H", "H", "H", "C", "C", "O", "C", "O", "O", "F", "H", "H", "H", "C", "O", "C", "C", "O", "C", "C", "O", "C", "H", "H", "H", "H", "H", "H", "H", "H", "H", "H", "H", "H", "H", "H", "C", "O", "C", "C", "O", "C", "C", "O", "C", "H", "H", "H", "H", "H", "H", "H", "H", "H", "H", "H", "H", "H", "H"], "positions_angstrom": [[38.268, 52.713, 46.931], [37.552, 53.127, 47.202], [38.481, 53.168, 46.176], [37.993, 51.805, 46.724], [39.031, 52.633, 47.655], [36.794, 51.172, 48.785], [37.278, 50.443, 49.019], [37.105, 51.888, 52.454], [37.780, 50.886, 53.276], [38.732, 51.663, 53.978], [38.882, 52.888, 53.384], [39.710, 53.705, 53.733], [37.975, 53.046, 52.481], [38.377, 49.930, 52.562], [36.195, 52.135, 52.951], [36.994, 51.330, 51.463], [37.153, 50.299, 53.830], [34.373, 47.735, 51.063], [35.093, 49.189, 50.931], [35.807, 49.131, 52.048], [35.427, 48.102, 52.906], [35.884, 47.856, 54.072], [34.475, 47.415, 52.358], [34.171, 50.244, 51.047], [34.872, 47.174, 50.461], [33.277, 47.553, 50.514], [35.700, 49.249, 49.916], [36.402, 54.522, 49.981], [35.140, 53.801, 50.152], [34.187, 54.370, 49.266], [34.796, 55.476, 48.789], [34.177, 56.423, 48.270], [36.025, 55.399, 49.047], [34.803, 53.923, 51.431], [37.161, 53.759, 49.555], [36.843, 55.022, 50.829], [35.326, 52.721, 49.935], [33.727, 51.339, 47.312], [34.589, 50.762, 46.180], [34.164, 51.603, 45.038], [33.411, 52.595, 45.402], [32.960, 53.455, 44.655], [33.312, 52.610, 46.710], [34.342, 49.474, 45.799], [34.410, 51.673, 48.052], [32.865, 50.677, 47.377], [35.793, 50.847, 46.507], [40.823, 54.091, 44.710], [40.140, 54.635, 45.777], [40.750, 55.719, 46.244], [39.957, 56.169, 47.527], [39.669, 55.294, 48.335], [40.599, 55.184, 49.424], [40.324, 53.881, 50.178], [40.538, 52.689, 49.430], [40.018, 51.538, 50.057], [40.537, 54.817, 43.770], [40.316, 53.064, 44.416], [41.834, 54.009, 44.969], [40.704, 56.683, 45.753], [41.823, 55.629, 46.381], [38.973, 56.370, 47.179], [40.365, 57.031, 47.948], [40.388, 55.946, 50.249], [41.577, 55.204, 49.123], [39.259, 53.879, 50.415], [40.912, 53.751, 51.080], [40.220, 50.623, 49.458], [38.868, 51.629, 49.957], [40.432, 51.336, 51.146], [38.004, 46.481, 51.031], [37.415, 46.964, 49.840], [38.237, 47.775, 49.161], [37.985, 48.012, 47.666], [37.840, 46.831, 47.121], [38.998, 45.882, 47.029], [38.483, 44.514, 46.691], [39.616, 43.677, 46.830], [39.264, 42.276, 46.491], [38.600, 47.335, 51.614], [38.835, 45.890, 50.965], [37.259, 45.877, 51.556], [39.233, 47.367, 49.315], [38.364, 48.783, 49.739], [38.756, 48.469, 47.222], [37.148, 48.612, 47.527], [39.486, 45.948, 48.111], [39.795, 46.381, 46.517], [38.109, 44.727, 45.602], [37.798, 44.249, 47.402], [39.990, 41.404, 46.769], [39.115, 42.388, 45.470], [38.445, 41.740, 47.090]]}



{"formula": "C24H45I2Si5Tl", "method": "ωB97M-V with the def2-TZVPD basis set", "relative_energy_kcal_mol": 20.4, "homo_ha": [-0.032, -0.042], "largest_force_ev_per_a": 1.3, "e_lumo_ha": [0.154, 0.139], "total_charge": -2, "energy_ha": -3156.78433, "orbital_gap_ha": [0.18608, 0.18111], "symbols": ["Tl", "I", "C", "I", "H", "H", "C", "H", "H", "H", "C", "Si", "C", "C", "Si", "Si", "C", "C", "C", "Si", "C", "C", "C", "H", "H", "H", "H", "H", "H", "H", "H", "H", "H", "H", "H", "H", "H", "H", "H", "H", "H", "H", "H", "H", "H", "H", "H", "H", "H", "H", "C", "H", "H", "C", "C", "C", "C", "C", "C", "Si", "C", "C", "C", "C", "C", "C", "H", "H", "H", "H", "H", "H", "H", "H", "H", "H", "H"], "positions_angstrom": [[-1.802, -0.786, -0.769], [-4.754, -3.406, -0.409], [-4.077, -1.330, -0.401], [-2.972, 2.008, -0.437], [-4.437, -0.951, 0.557], [-4.676, -0.863, -1.182], [-2.078, -0.999, -3.080], [-2.460, -2.016, -3.188], [-1.137, -0.903, -3.622], [-2.810, -0.291, -3.472], [2.796, 0.647, 1.523], [1.917, 1.780, 0.268], [0.748, 2.946, 1.192], [3.331, 2.922, -0.343], [0.846, 0.527, -1.414], [2.494, -0.991, -2.122], [4.219, -0.224, -2.444], [2.846, -2.395, -0.888], [1.981, -1.855, -3.738], [0.627, 2.143, -3.138], [0.101, 3.858, -2.510], [-0.593, 1.705, -4.529], [2.286, 2.478, -4.033], [3.070, 1.181, 2.436], [3.707, 0.226, 1.086], [2.147, -0.187, 1.804], [1.170, 3.315, 2.132], [-0.186, 2.439, 1.426], [0.491, 3.803, 0.565], [3.818, 3.434, 0.493], [2.952, 3.683, -1.029], [4.093, 2.346, -0.877], [4.633, 0.167, -1.509], [4.153, 0.613, -3.144], [4.933, -0.948, -2.848], [3.223, -1.999, 0.060], [3.578, -3.112, -1.270], [1.916, -2.929, -0.674], [1.754, -1.124, -4.520], [1.069, -2.430, -3.553], [2.742, -2.539, -4.123], [-0.844, 3.797, -1.967], [-0.026, 4.569, -3.332], [0.848, 4.266, -1.822], [-1.595, 1.579, -4.113], [-0.321, 0.764, -5.014], [-0.639, 2.483, -5.296], [3.060, 2.738, -3.305], [2.205, 3.303, -4.747], [2.631, 1.594, -4.578], [-0.549, -2.777, -0.919], [-0.563, -3.401, -1.824], [-0.387, -3.443, -0.057], [-0.732, 2.118, 5.332], [-1.810, 2.186, 4.461], [-1.919, 1.283, 3.413], [-0.964, 0.284, 3.213], [0.112, 0.232, 4.102], [0.232, 1.136, 5.147], [-1.088, -1.010, 1.819], [-2.232, -2.298, 2.631], [-3.503, -1.958, 3.099], [-4.349, -2.905, 3.653], [-3.942, -4.229, 3.752], [-2.683, -4.590, 3.293], [-1.845, -3.635, 2.737], [-0.637, 2.826, 6.148], [-2.562, 2.958, 4.585], [-2.745, 1.381, 2.714], [0.868, -0.534, 3.967], [1.082, 1.084, 5.820], [0.252, -1.667, 1.897], [-3.841, -0.929, 3.023], [-5.336, -2.613, 3.993], [-4.603, -4.977, 4.174], [-2.365, -5.625, 3.360], [-0.868, -3.930, 2.366]]}



{"formula": "C24H45IN2O14P2S", "method": "ωB97M-V with the def2-TZVPD basis set", "homo_ha": -0.326, "largest_force_ev_per_a": 1.1, "e_lumo_ha": -0.071, "energy_ha": -3482.89251, "smiles": "CNCc1c(I)cc2c(c1C[SH](=O)=O)C(=O)c1c([PH2]=N)cc(P(=O)(O)O)cc1C2=O.CO.CO.CO.CO.CO.CO.CO", "orbital_gap_ha": 0.25545, "symbols": ["C", "N", "C", "C", "C", "I", "C", "C", "C", "C", "C", "S", "O", "O", "C", "O", "C", "C", "P", "N", "C", "C", "P", "O", "O", "O", "C", "C", "C", "O", "H", "H", "H", "H", "H", "H", "H", "H", "H", "H", "H", "H", "H", "H", "H", "H", "H", "C", "O", "H", "H", "H", "H", "C", "O", "H", "H", "H", "H", "C", "O", "H", "H", "H", "H", "C", "O", "H", "H", "H", "H", "C", "O", "H", "H", "H", "H", "C", "O", "H", "H", "H", "H", "C", "O", "H", "H", "H", "H"], "positions_angstrom": [[4.147, 1.074, -1.781], [4.845, 0.125, -0.922], [4.016, -0.809, -0.177], [2.726, -0.261, 0.394], [2.771, 0.802, 1.287], [4.568, 1.585, 2.018], [1.629, 1.380, 1.806], [0.399, 0.886, 1.438], [0.316, -0.215, 0.598], [1.464, -0.798, 0.081], [1.277, -1.971, -0.849], [0.635, -1.409, -2.413], [1.750, -1.194, -3.296], [-0.473, -2.218, -2.837], [-1.051, -0.741, 0.335], [-1.278, -1.932, 0.263], [-2.131, 0.271, 0.227], [-3.230, 0.113, -0.615], [-3.650, -1.271, -1.733], [-5.206, -1.396, -1.908], [-4.189, 1.110, -0.630], [-4.078, 2.236, 0.190], [-5.397, 3.467, 0.199], [-6.501, 3.182, 1.107], [-4.673, 4.846, 0.531], [-5.853, 3.571, -1.329], [-2.975, 2.390, 1.027], [-2.016, 1.397, 1.041], [-0.848, 1.513, 1.946], [-0.905, 2.074, 3.019], [3.213, 0.645, -2.127], [4.749, 1.274, -2.665], [3.978, 2.040, -1.302], [5.519, 0.586, -0.331], [3.838, -1.653, -0.826], [4.594, -1.192, 0.664], [1.690, 2.208, 2.493], [0.603, -2.703, -0.426], [2.199, -2.461, -1.116], [0.158, -0.184, -2.075], [-2.991, -2.411, -1.281], [-2.994, -0.877, -2.911], [-5.531, -2.316, -1.643], [-5.059, 0.989, -1.260], [-3.935, 5.042, -0.057], [-5.136, 3.384, -1.947], [-2.896, 3.250, 1.674], [-4.805, 0.513, 3.383], [-4.757, -0.298, 2.203], [-3.803, 0.504, 3.813], [-5.081, 1.540, 3.131], [-5.505, 0.119, 4.124], [-5.631, -0.295, 1.801], [-2.510, -3.689, -4.964], [-3.817, -3.484, -4.427], [-2.385, -2.972, -5.772], [-1.731, -3.516, -4.218], [-2.392, -4.696, -5.373], [-3.946, -4.116, -3.716], [-4.460, 4.147, 4.897], [-3.771, 3.628, 3.767], [-4.975, 5.046, 4.570], [-5.202, 3.438, 5.274], [-3.770, 4.408, 5.704], [-3.306, 2.830, 4.037], [7.751, -0.148, -3.654], [7.679, 0.403, -2.346], [8.532, 0.390, -4.186], [8.010, -1.210, -3.633], [6.809, -0.024, -4.197], [6.984, -0.065, -1.870], [-1.488, -2.020, 3.624], [-1.362, -3.229, 2.893], [-1.594, -2.283, 4.674], [-0.601, -1.382, 3.519], [-2.376, -1.455, 3.318], [-1.272, -2.978, 1.968], [2.043, -4.425, -4.883], [0.852, -3.886, -5.435], [2.314, -5.289, -5.486], [2.865, -3.705, -4.912], [1.895, -4.758, -3.850], [0.610, -3.122, -4.905], [7.719, 1.782, 4.703], [7.505, 2.705, 3.639], [7.656, 0.785, 4.275], [8.707, 1.908, 5.151], [6.958, 1.878, 5.481], [7.561, 3.595, 3.997]]}